[1]
The following is a quantum chemistry calculation of a structure of composition C4H8N, from the Open Molecules 2025 dataset.

Relative energy (zero: lowest compared OMol25 entry of this formula, charge and spin) (eV): 2.225
Total charge: +1
Orbital gap (eV): 11.0758
HOMO level (eV): -16.0
M (g/mol): 70.11

Element x y z (Å)
C 0.031 -0.701 0.813
C 0.212 0.541 1.466
C 0.121 1.425 0.248
C -0.396 -1.022 -1.673
N -0.256 -0.374 -0.428
H 0.306 -1.698 1.166
H -0.577 0.641 2.256
H 1.153 0.738 2.042
H -0.593 2.115 0.422
H 0.969 1.711 -0.394
H -1.146 -0.634 -2.299
H -0.397 -2.114 -1.600
H 0.574 -0.630 -2.018

[2]
The following is a quantum chemistry calculation of an isolated molecule of C4H8N2, from the Open Molecules 2025 dataset.

Relative energy (zero: lowest compared OMol25 entry of this formula, charge and spin) (eV): 4.119
Orbital gap (eV): 10.3224
HOMO level (eV): -9.1
M (g/mol): 84.12
SMILES: C1N[C@H]1[C@H]1CN1

Element x y z (Å)
C -1.349 0.857 -0.835
N -0.425 1.767 -0.178
C 0.070 0.473 -0.702
C 0.364 -0.258 0.576
C 0.451 -1.774 0.651
N 1.660 -0.955 0.646
H -1.727 1.163 -1.802
H -2.066 0.368 -0.170
H -0.169 2.631 -0.624
H 0.731 0.483 -1.562
H -0.096 0.850 1.075
H 0.355 -2.428 -0.232
H 0.164 -2.287 1.572
H 2.038 -0.891 1.585

[3]
The following is a quantum chemistry calculation of an isolated molecule of C4H8N2, from the Open Molecules 2025 dataset.

Relative energy (zero: lowest compared OMol25 entry of this formula, charge and spin) (eV): 4.372
Orbital gap (alpha / beta) (eV): 8.1994 / 8.1996
HOMO level (alpha / beta) (eV): -7.4 / -7.4
M (g/mol): 84.12

Element x y z (Å)
C -1.631 0.266 0.210
C -0.523 -0.713 0.211
C 0.884 -0.023 0.263
N 1.933 -0.954 -0.078
C 0.757 1.264 -0.553
N -0.362 1.725 -0.709
H -1.906 0.693 1.176
H -2.498 0.030 -0.409
H -1.366 1.806 -0.831
H -0.544 -1.373 1.085
H -0.550 -1.349 -0.683
H 1.069 0.334 1.287
H 1.895 -1.163 -1.072
H 2.843 -0.543 0.101